1.
{
  "formula": "C8H24AlO4S4",
  "method": "ωB97M-V/def2-TZVPD",
  "symbols": ["Al", "C", "S", "O", "C", "H", "H", "H", "H", "H", "H", "C", "S", "O", "C", "H", "H", "H", "H", "H", "H", "C", "S", "O", "C", "H", "H", "H", "H", "H", "H", "C", "S", "O", "C", "H", "H", "H", "H", "H", "H"],
  "xyz": [[9.309720, -3.312555, -1.628649], [10.538408, 0.811659, -3.798503], [11.638395, 0.029383, -2.556425], [11.205371, -1.378190, -2.167791], [11.059034, 1.064985, -1.175903], [10.812823, 1.861929, -3.888577], [9.540878, 0.699572, -3.371177], [10.508113, 0.371412, -4.793738], [11.451829, 2.076811, -1.268030], [11.274355, 0.526082, -0.254484], [9.974779, 1.201575, -1.109123], [6.438959, -1.040840, 1.224325], [7.140738, -0.049857, -0.166541], [8.324558, -0.819214, -0.692001], [5.748903, -0.323395, -1.342653], [6.469153, -2.107537, 1.004079], [5.374676, -0.805006, 1.278309], [6.970255, -0.742448, 2.122613], [4.938960, 0.375467, -1.122650], [5.341939, -1.330534, -1.229298], [5.936305, -0.192981, -2.408915], [8.122901, -5.011700, -6.115480], [8.040090, -6.078428, -4.640890], [8.742738, -5.182193, -3.635681], [6.224874, -5.846314, -4.413249], [9.001920, -5.251046, -6.714889], [8.096414, -3.964332, -5.819215], [7.279528, -5.122287, -6.800971], [6.022637, -4.782590, -4.380810], [5.880577, -6.459112, -3.577039], [5.713912, -6.401837, -5.205994], [13.395258, -3.939047, -4.907178], [11.614111, -3.718647, -5.252332], [10.780358, -3.520621, -4.012641], [11.620474, -2.291690, -6.343618], [13.588695, -4.857683, -4.359995], [13.723961, -3.045150, -4.372902], [13.906311, -3.958445, -5.871162], [12.180673, -2.605754, -7.227001], [11.982519, -1.456552, -5.748931], [10.626501, -2.121447, -6.760966]],
  "forces_ev_per_angstrom": [[0.291, 1.059, -0.895], [-0.473, -0.659, 0.195], [-1.198, 0.719, 0.698], [-0.464, -0.191, -0.691], [-0.295, 0.141, 0.389], [0.153, -0.009, 0.205], [-0.044, 0.199, 0.006], [0.506, -0.239, 0.115], [0.601, -0.222, 0.221], [0.774, 0.259, -0.050], [-0.083, -0.513, -0.858], [-0.202, 0.607, -0.528], [-1.862, -0.964, -0.161], [0.935, -0.922, -0.603], [-0.513, -0.046, 0.010], [0.526, 0.047, -0.143], [0.110, 0.413, 0.201], [-0.043, -0.198, 0.088], [0.176, 0.089, 0.361], [0.236, -0.054, 0.295], [0.819, 0.259, 0.220], [-0.097, -0.367, -1.004], [-1.422, 2.184, -0.577], [0.418, -0.567, 1.091], [0.403, -1.690, 0.057], [0.176, 0.074, 0.265], [0.260, -0.115, 0.462], [-0.110, -0.508, 0.266], [-0.167, -0.009, 0.066], [0.357, 0.638, 0.572], [0.261, 0.564, -0.536], [-0.252, 0.470, -0.081], [0.105, -0.386, 0.317], [0.474, 0.147, -0.559], [-0.546, -0.490, -0.014], [-0.254, 0.007, 0.082], [-0.049, -0.088, 0.211], [-0.209, -0.140, -0.102], [0.617, 0.286, 0.300], [0.283, 0.195, -0.424], [-0.198, 0.020, 0.533]],
  "lumo_energy_ev": -14.719,
  "de_lowest_kcal_mol": 2.0,
  "total_charge": 3,
  "e_homo_ev": -17.839,
  "gap_ev": 3.120
}

---

2.
{
  "formula": "C8H24B2F8O8Tl",
  "method": "ωB97M-V/def2-TZVPD",
  "symbols": ["Tl", "B", "F", "F", "F", "F", "B", "F", "F", "F", "F", "C", "C", "O", "O", "H", "H", "H", "H", "H", "H", "C", "C", "O", "O", "H", "H", "H", "H", "H", "H", "C", "C", "O", "O", "H", "H", "H", "H", "H", "H", "C", "C", "O", "O", "H", "H", "H", "H", "H", "H"],
  "xyz": [[1.230770, -2.599033, 4.902084], [1.196970, -6.144923, 0.820644], [1.547140, -4.825453, 0.717084], [0.976950, -6.473233, 2.187664], [0.082790, -6.214173, -0.020066], [2.386000, -6.710383, 0.305844], [-0.359460, 0.198047, 1.168054], [-0.856460, -1.128833, 1.146114], [-0.963680, 1.023077, 0.234444], [-0.503910, 0.747577, 2.461154], [0.990420, 0.177677, 0.913744], [5.833460, 0.021607, 2.523574], [5.545860, 1.102307, 3.595744], [4.206280, 1.202357, 4.056994], [5.428760, -1.308943, 3.023024], [6.913550, 0.058677, 2.381664], [5.365740, 0.073107, 1.540374], [5.790340, 2.118547, 3.286564], [6.118120, 0.861457, 4.491624], [4.052800, 1.895197, 4.703534], [5.576940, -1.849693, 2.243774], [1.989320, -2.954683, -4.998566], [2.302680, -1.533643, -4.511266], [3.585880, -0.927683, -4.637636], [0.797030, -3.428813, -4.421096], [2.854290, -3.574883, -4.763456], [2.009990, -2.816333, -6.079556], [2.188070, -1.569073, -3.427886], [1.539500, -0.815363, -4.810806], [3.678380, -0.616113, -5.540946], [1.056300, -3.608263, -3.514366], [-2.021220, 6.562297, 1.105784], [-0.647520, 6.063187, 0.887764], [-0.477540, 5.532707, -0.484156], [-2.141420, 7.697497, 1.928874], [-2.580920, 5.789667, 1.632914], [-2.503150, 6.936377, 0.202504], [-0.376800, 5.323887, 1.641574], [0.159380, 6.795097, 0.851604], [-0.348760, 4.597777, -0.308276], [-2.704200, 8.345237, 1.498384], [-7.764010, -1.852713, -1.010726], [-6.240430, -1.598823, -1.174276], [-5.811430, -0.601403, -0.287786], [-8.601960, -0.655053, -0.892306], [-7.959880, -2.250203, -0.014866], [-8.068400, -2.514063, -1.821936], [-5.801420, -1.311593, -2.129716], [-5.719190, -2.530363, -0.953736], [-4.869840, -0.747573, -0.170996], [-8.082100, 0.037957, -0.478666]],
  "forces_ev_per_angstrom": [[-0.005, 0.076, -0.476], [0.115, -0.261, 0.516], [0.445, 2.718, 0.447], [-0.066, -0.088, -1.282], [-0.039, -1.049, 0.342], [-0.440, -1.078, 0.055], [-0.152, 0.102, 0.469], [-0.119, 0.325, 0.002], [-0.657, 0.046, -0.313], [-0.383, -0.143, 0.333], [1.351, -0.373, -0.334], [-0.794, -0.661, 1.319], [-0.608, 0.197, 0.337], [-1.063, -1.218, -0.742], [0.574, 1.471, -0.311], [0.167, -0.086, -0.007], [-0.244, 0.916, 0.106], [0.733, -0.188, -0.539], [0.657, -0.141, -0.146], [0.553, 0.158, -0.072], [-0.096, -0.532, 0.119], [0.543, -0.473, -1.099], [0.536, 2.544, 2.922], [-0.974, -1.430, -0.534], [1.237, 0.808, -1.109], [0.049, -0.127, 0.391], [-1.031, -0.751, -0.189], [-0.017, -0.188, 0.213], [-0.229, -0.239, -0.728], [0.213, 0.231, -0.307], [-0.369, -0.414, 0.587], [-2.035, 2.074, -0.138], [2.544, -0.813, -1.781], [-0.796, 0.027, 2.069], [0.839, 0.228, 0.949], [-0.307, -0.510, -0.386], [0.103, -1.316, -0.605], [0.039, -0.154, -0.207], [-0.456, 0.803, 0.697], [0.048, -0.566, -0.637], [0.016, 0.068, 0.042], [0.419, 2.057, 0.002], [-0.384, -0.246, 0.959], [-0.253, 0.092, 0.296], [0.713, -1.273, -1.270], [0.511, -0.987, 0.047], [-0.574, 0.246, 0.203], [-0.898, 0.001, -0.942], [-0.075, -0.409, 0.156], [0.345, 0.342, 0.339], [0.312, 0.181, 0.234]],
  "lumo_energy_ev": -10.914,
  "total_charge": 1,
  "e_homo_ev": -12.312,
  "gap_ev": 1.398
}

---

3.
{
  "formula": "C8H24BaN3O13",
  "method": "ωB97M-V/def2-TZVPD",
  "symbols": ["Ba", "N", "O", "O", "O", "N", "O", "O", "O", "N", "O", "O", "O", "C", "C", "O", "H", "H", "H", "H", "H", "H", "C", "C", "O", "H", "H", "H", "H", "H", "H", "C", "C", "O", "H", "H", "H", "H", "H", "H", "C", "C", "O", "H", "H", "H", "H", "H", "H"],
  "xyz": [[1.024623, -0.865490, -0.800972], [5.255407, 3.953579, -0.003016], [5.175660, 5.165469, 0.270046], [4.279376, 3.202130, 0.049931], [6.329555, 3.436064, -0.299333], [-0.072113, 0.479254, -5.962305], [0.418674, 1.290597, -5.201734], [-0.456423, -0.538358, -5.440588], [0.102064, 0.525042, -7.159540], [6.481920, -2.219523, -4.314186], [6.558107, -3.333000, -4.747016], [5.491311, -1.972915, -3.627339], [7.354185, -1.406535, -4.513857], [6.143516, -0.690962, 4.002287], [6.332747, -1.717467, 2.877444], [5.091693, -2.149881, 2.505247], [5.673415, -1.241247, 4.817335], [5.642219, 0.240096, 3.737848], [7.119601, -0.443235, 4.419408], [6.986577, -2.551085, 3.133724], [6.842518, -1.364854, 1.980844], [4.828053, -2.995614, 2.875140], [-5.755921, -1.312333, -2.997060], [-4.994618, -2.650743, -2.899930], [-4.010594, -2.583935, -1.897153], [-6.512384, -1.249011, -3.779269], [-5.155937, -0.404871, -3.065161], [-6.278380, -1.122740, -2.059395], [-4.609958, -3.051283, -3.837853], [-5.730095, -3.424524, -2.679862], [-3.398596, -3.321930, -1.946365], [-2.478088, 5.142277, -0.398860], [-3.507055, 4.121416, 0.034406], [-2.936563, 2.852963, -0.127921], [-2.740684, 6.170593, -0.150450], [-2.065088, 5.131907, -1.407533], [-1.512518, 5.051377, 0.098654], [-4.351198, 4.144061, -0.654811], [-3.883261, 4.312621, 1.039400], [-3.656667, 2.239435, -0.291095], [-4.030533, -1.232672, 4.352125], [-2.950385, -2.223563, 4.095628], [-1.741292, -1.561582, 3.782116], [-3.679479, -0.426655, 4.996471], [-4.876769, -1.684243, 4.869862], [-4.389798, -0.777920, 3.428964], [-3.271568, -2.867866, 3.277213], [-2.812826, -2.757734, 5.035761], [-1.272435, -1.315109, 4.582750]],
  "forces_ev_per_angstrom": [[0.632, 0.745, -1.034], [1.104, 0.083, 0.209], [-0.376, 0.064, -0.032], [-2.397, -0.547, 0.288], [1.319, 0.135, -0.303], [3.049, -0.637, 0.055], [0.598, 3.580, 1.509], [-2.935, -4.081, 1.538], [-0.770, 0.874, -2.311], [-0.392, 0.126, 0.709], [0.725, -3.667, -1.861], [-1.928, 1.577, 1.630], [1.304, 1.842, -0.230], [1.490, -0.792, 0.226], [1.464, 0.888, 0.357], [-2.736, -1.044, -1.341], [-0.527, 0.303, 0.042], [-0.171, -0.353, -0.171], [0.174, 0.318, -0.103], [-0.044, -0.126, 0.730], [-0.203, 0.722, 0.011], [0.419, 0.093, 0.178], [0.222, 0.223, 0.629], [-1.142, -0.097, -0.813], [0.504, 0.470, 0.647], [0.190, -0.426, -0.127], [0.592, -0.335, -0.466], [-0.218, -0.402, 0.181], [0.491, 0.759, -0.321], [-0.300, -0.061, 0.575], [-0.264, -0.135, -0.289], [1.293, 0.956, 0.490], [0.056, 0.825, -1.362], [0.416, -1.283, 0.388], [-0.472, -0.005, -0.179], [-1.069, -0.356, -0.495], [-0.124, -0.517, 0.845], [-0.325, 0.475, 0.072], [0.192, -0.057, 0.212], [0.089, -0.141, 0.023], [-0.915, 0.860, 0.090], [-0.106, 0.248, 0.978], [0.711, -0.085, -0.997], [0.106, 0.017, 0.039], [-0.102, -0.128, -0.126], [-0.027, 0.044, -0.005], [0.536, -0.241, 0.064], [0.053, -0.675, -0.238], [-0.187, -0.035, 0.086]],
  "lumo_energy_ev": -2.286,
  "de_lowest_kcal_mol": 267.4,
  "total_charge": -1,
  "e_homo_ev": -4.429,
  "gap_ev": 2.143
}

---

4.
{
  "formula": "C8H24BeNO11",
  "method": "ωB97M-V/def2-TZVPD",
  "symbols": ["Be", "N", "O", "O", "O", "C", "C", "O", "O", "H", "H", "H", "H", "H", "H", "C", "C", "O", "O", "H", "H", "H", "H", "H", "H", "C", "C", "O", "O", "H", "H", "H", "H", "H", "H", "C", "C", "O", "O", "H", "H", "H", "H", "H", "H"],
  "xyz": [[0.116846, 0.161817, 0.020242], [1.518850, 5.642903, -0.240104], [2.210076, 6.527040, 0.259113], [1.452523, 4.556683, 0.287442], [0.818595, 5.911302, -1.156258], [-2.640626, -3.441575, -2.486193], [-3.299909, -3.654249, -1.037685], [-3.212814, -2.442883, -0.405396], [-1.374494, -2.799468, -2.346186], [-3.208740, -2.812919, -3.171861], [-2.500324, -4.395340, -2.994869], [-2.764792, -4.424720, -0.482585], [-4.348820, -3.950342, -1.052099], [-3.723657, -2.475278, 0.406761], [-0.795321, -3.344499, -2.883859], [-3.482523, 2.037370, 2.669411], [-3.851413, 2.819848, 1.326829], [-3.184178, 2.330309, 0.161373], [-2.130330, 1.809827, 2.748371], [-4.050840, 1.110947, 2.752210], [-3.848941, 2.570665, 3.546582], [-3.516206, 3.836175, 1.533743], [-4.932805, 2.928300, 1.243507], [-3.810907, 2.285557, -0.564441], [-1.807803, 1.845025, 3.651891], [1.900091, -3.466710, 2.980408], [2.520818, -2.303071, 3.818104], [2.228591, -0.991953, 3.293441], [2.138203, -3.121497, 1.635435], [0.839788, -3.608066, 3.189876], [2.306914, -4.429201, 3.290600], [3.588820, -2.506107, 3.897142], [2.273492, -2.393016, 4.875856], [2.812809, -0.355200, 3.711555], [2.038029, -3.956184, 1.171911], [3.128685, 2.117781, -4.006943], [3.769238, 0.798430, -3.345921], [3.748576, 0.657875, -1.877337], [1.781044, 2.228256, -3.559877], [3.247114, 1.812091, -5.046474], [3.786547, 2.959352, -3.789960], [4.813520, 0.723029, -3.649054], [3.287189, -0.114811, -3.694787], [4.465016, 0.188621, -1.443614], [1.694070, 3.127889, -3.236297]],
  "forces_ev_per_angstrom": [[-0.023, 0.208, 0.025], [0.485, 1.769, 1.810], [0.573, -0.354, 0.135], [0.376, -1.931, 0.711], [-1.497, 0.208, -2.646], [-0.745, -0.297, 1.131], [0.474, -0.669, -2.187], [0.291, 1.936, 1.096], [0.293, -0.403, 0.139], [-0.621, 0.004, 0.432], [-0.189, -0.215, 0.215], [0.343, -0.211, -0.157], [-0.078, -0.324, -0.706], [-0.014, 0.079, 0.052], [0.413, 0.290, 0.100], [-2.073, 0.178, -1.066], [0.781, 0.242, 1.839], [-0.247, -0.228, 0.607], [1.808, -0.260, -0.333], [0.044, -0.477, -0.485], [-0.025, 0.725, -0.214], [0.309, 0.184, -0.285], [-0.069, -0.565, -0.234], [-0.076, -0.033, 0.020], [-0.168, 0.040, 0.015], [-0.122, 1.737, 1.235], [0.345, -0.817, 0.353], [-0.273, -1.019, -0.029], [-0.097, -0.775, -0.341], [-0.379, 0.492, -0.130], [0.697, 0.102, -0.088], [0.369, 0.349, -0.765], [-0.858, 0.095, 0.053], [0.090, -0.093, 0.105], [0.072, 0.084, -0.572], [1.096, -3.104, 1.841], [0.588, -0.150, 1.007], [-1.332, 1.332, -0.461], [0.652, 0.539, -0.399], [-0.543, 0.567, -0.350], [-0.401, 0.213, 0.075], [0.056, 0.242, -0.294], [-0.358, 0.292, -0.444], [0.354, -0.019, -0.830], [-0.321, 0.038, 0.020]],
  "lumo_energy_ev": -9.418,
  "de_lowest_kcal_mol": 259.4,
  "total_charge": 1,
  "e_homo_ev": -12.023,
  "gap_ev": 2.606
}

---

no.,calculated total energy (eV)
1,-66777.93315
2,-52841.64559
3,-40449.84278
4,-33076.70816